ORCA calculation (the ωB97M-V functional and the def2-TZVPD basis) on a cluster of 2 separate species, C4H6ClFN in total.

Output
Net charge: -1
LUMO level: 3.82 eV
ΔE to the lowest compared entry with this formula, charge and spin: 0.00 kcal per mole
Multiplicity: 1
Frontier orbital gap: 7.84 eV

Geometry (Å):
C: -0.5259 -0.2413 -0.0167
H: -0.2074 1.5817 1.0393
Cl: 2.8300 0.6237 0.0157
C: -0.4709 0.5425 1.2758
H: 0.1641 0.0114 1.9978
H: -1.4990 0.5985 1.6804
C: -0.4002 0.5607 -1.2920
H: -1.3774 1.0335 -1.5061
H: 0.2656 1.4129 -1.1038
H: -0.0888 -0.0711 -2.1346
C: 0.2901 -1.4690 0.0035
N: 0.8596 -2.4726 0.0221
F: -1.9495 -0.8388 -0.0647